No. 1
This record from OMol25 describes a cluster of 9 separate species, C4H28N3O8 in total at a distorted geometry. The level of theory is ωB97M-V/def2-TZVPD.

Bonds (Å) are listed after each position.
Element x y z (Å)
1 C 1.57 0.87 -0.94  C2 1.517, N7 1.510, H8 1.191, H9 1.107
2 C 0.05 0.85 -0.92  C1 1.517, C3 1.540, H10 1.043, H11 1.154
3 C -0.37 -0.37 -0.08  C2 1.540, N6 1.482, H12 1.115, H13 1.112
4 N -1.71 0.79 2.27  C5 1.376, H14 0.989, H15 1.052
5 C -0.52 0.10 2.34  N4 1.376, N6 1.284, H16 1.123
6 N 0.15 -0.26 1.31  C3 1.482, C5 1.284
7 N 2.23 1.39 0.32  C1 1.510, H17 1.087, H18 1.010, H19 1.005
8 H 1.82 1.53 -1.89  C1 1.191
9 H 2.04 -0.12 -1.14  C1 1.107
10 H -0.33 0.72 -1.89  C2 1.043
11 H -0.40 1.78 -0.42  C2 1.154
12 H 0.26 -1.19 -0.50  C3 1.115
13 H -1.44 -0.68 -0.08  C3 1.112
14 H -2.04 1.43 2.94  N4 0.989
15 H -1.88 1.16 1.30  N4 1.052
16 H 0.02 -0.21 3.27  C5 1.123
17 H 1.87 0.78 1.14  N7 1.087
18 H 1.81 2.31 0.38  N7 1.010
19 H 3.21 1.20 0.45  N7 1.005
20 H 2.12 -1.26 2.12  O22 0.992
21 H 3.49 -1.21 2.73  O22 0.950
22 O 2.90 -0.66 2.24  H20 0.992, H21 0.950
23 H -2.45 -2.53 -1.35  O25 1.019
24 H -3.17 -2.37 -2.69  O25 0.971
25 O -2.63 -1.84 -2.08  H23 1.019, H24 0.971
26 H -2.56 0.08 -2.34  O28 0.976
27 H -2.23 1.23 -3.48  O28 0.965
28 O -2.08 0.89 -2.59  H26 0.976, H27 0.965
29 H -0.21 4.16 -0.59  O31 0.963
30 H 0.93 4.57 0.26  O31 0.950
31 O 0.66 3.85 -0.29  H29 0.963, H30 0.950
32 H -1.00 -2.97 0.39  O34 0.942
33 H -1.54 -4.30 -0.19  O34 0.987
34 O -1.75 -3.34 -0.05  H32 0.942, H33 0.987
35 H 2.06 -2.42 -1.68  O37 0.958
36 H 2.91 -2.46 -0.33  O37 0.949
37 O 2.81 -2.08 -1.19  H35 0.958, H36 0.949
38 H -3.18 3.55 -0.67  O40 0.986
39 H -2.14 2.48 -0.88  O40 0.971
40 O -2.35 3.21 -0.27  H38 0.986, H39 0.971
41 H 0.82 -2.06 1.56  O43 0.957
42 H 1.24 -3.63 2.12  O43 0.993
43 O 0.99 -2.99 1.40  H41 0.957, H42 0.993

Summary:
**Total charge**: +1
**LUMO energy**: -2.36 eV
**2S+1**: 1
**E_HOMO**: -0.456 Ha
**Gap between HOMO and LUMO**: 0.370 Eh

No. 2
This record from OMol25 describes a cluster of 2 separate species, C6H14O in total. The level of theory is ωB97M-V/def2-TZVPD.

Bonds (Å) are listed after each position.
Element x y z (Å)
1 C 2.46 0.10 -2.29  C2 1.464, H9 1.086, H10 1.087
2 C 1.97 -0.46 -1.02  C1 1.464, C3 1.549, H11 1.114, H12 1.096
3 C 1.01 0.45 -0.23  C2 1.549, C4 1.525, H13 1.098, H14 1.097
4 C -0.07 -0.38 0.46  C3 1.525, C5 1.523, H15 1.100, H16 1.100
5 C -1.15 0.44 1.16  C4 1.523, C6 1.518, H17 1.097, H18 1.097
6 C -2.25 -0.48 1.68  C5 1.518, O7 1.412, H19 1.103, H20 1.103
7 O -3.21 0.31 2.34  C6 1.412, H21 0.964
8 H -0.56 2.15 -4.71  no bonds
9 H 3.49 -0.02 -2.59  C1 1.086
10 H 1.78 0.61 -2.96  C1 1.087
11 H 1.39 -1.37 -1.28  C2 1.114
12 H 2.80 -0.82 -0.39  C2 1.096
13 H 1.58 1.05 0.50  C3 1.098
14 H 0.54 1.17 -0.92  C3 1.097
15 H 0.41 -1.07 1.17  C4 1.100
16 H -0.55 -1.01 -0.30  C4 1.100
17 H -0.73 1.00 2.00  C5 1.097
18 H -1.59 1.16 0.47  C5 1.097
19 H -2.68 -1.03 0.83  C6 1.103
20 H -1.81 -1.23 2.36  C6 1.103
21 H -3.93 -0.28 2.62  O7 0.964

Summary:
**LUMO energy (spin up / spin down)**: 0.57 / 0.98 eV
**2S+1**: 1
**E_HOMO (spin up / spin down)**: -0.379 / -0.289 Ha
**Gap between HOMO and LUMO (spin up / spin down)**: 0.400 / 0.326 Eh